The following is a DFT calculation (ωB97M-V/def2-TZVPD) of C9H21OP in the gas phase.

```
! wB97M-V def2-TZVPD RIJCOSX def2/J DEFGRID3
* xyz 0 1
C 0.32305 -0.52931 -1.87171
C -1.28595 -1.33438 2.18794
C -1.64374 -1.92421 -1.43964
C -0.52320 2.22072 1.34763
C 2.46454 1.42769 -1.56673
C 0.15669 -1.05494 2.62757
C -1.10205 -0.92924 -2.39561
C -0.58689 1.42264 0.08234
C 2.15771 0.56852 -0.34026
O 0.91775 -0.30033 1.75430
P 0.50968 -0.02264 -0.13463
H 1.14123 -1.20153 -1.82867
H -1.28163 -1.97521 1.27764
H -1.84048 -1.67840 3.03668
H -1.75213 -0.49674 1.83934
H -2.45960 -2.45383 -1.75682
H -0.93710 -2.63984 -1.06056
H -2.00013 -1.34598 -0.54396
H -0.95647 1.46534 2.08140
H 0.50757 2.53738 1.50926
H -1.07530 3.10836 1.30044
H 2.45384 0.66040 -2.42585
H 1.62935 2.26403 -1.79836
H 3.44586 1.87498 -1.58155
H 0.65341 -2.10612 2.72787
H 0.30186 -0.63625 3.58128
H -1.70516 0.00382 -2.18316
H -1.00549 -1.20504 -3.47813
H -0.23623 2.04175 -0.76979
H -1.60164 1.20427 -0.34646
H 2.38028 1.16342 0.62736
H 2.95035 -0.12936 -0.45915
*
```

ΔE to the lowest compared entry with this formula, charge and spin = 233.5 kJ/mol
electronic energy = -21005.548 eV
HOMO energy = -7.694 eV
SMILES = CCC=P(CC)(CC)OCC
gap between HOMO and LUMO = 8.10 eV

=====

The following is a DFT calculation (ωB97M-V/def2-TZVPD) of a molecular structure, C9H22BBr2O4PS2Sr.

```
! wB97M-V def2-TZVPD RIJCOSX def2/J DEFGRID3
* xyz 2 1
C 0.52580 -0.68513 4.08078
C -0.70825 -0.91742 2.97834
B -0.16028 -0.84698 1.40797
O 1.16219 -1.43753 1.12523
P -1.27651 0.04216 0.07425
S -0.67220 -0.12101 -1.96864
S -2.78432 1.36076 0.87114
C -0.04657 1.53282 0.22522
O 1.29756 1.24428 -0.29643
C 1.77149 2.27340 -1.23428
O 2.54856 1.53710 -2.28637
C 3.90239 1.21815 -1.80766
C 4.23760 -0.38259 -1.68529
O 5.52112 -0.73994 -2.37587
C -2.45822 -1.44485 0.01195
Br -1.59896 -3.22591 0.40992
C -3.31025 -1.63565 -1.36953
C -4.15395 -0.31581 -1.86561
Br -4.73935 -3.02678 -0.92497
H 1.54833 -1.16667 3.71226
H 0.16485 -1.15259 5.11724
H 0.64831 0.47870 4.30113
H -1.48962 -0.05008 3.22065
H -1.29400 -1.93372 3.19454
H 1.34842 -1.44812 0.13848
H 0.60171 -0.68892 -2.12314
H -2.51512 1.65886 2.24584
H -0.59375 2.43670 -0.30319
H 0.00372 1.82452 1.38088
H 2.47426 3.08585 -0.76884
H 0.92115 2.83874 -1.81778
H 4.65473 1.65462 -2.62038
H 4.19932 1.74722 -0.79347
H 4.41060 -0.66412 -0.54445
H 3.40633 -1.09947 -2.09039
H 5.63582 -1.74313 -2.23332
H -3.26030 -1.28358 0.88177
H -2.69717 -2.14907 -2.25608
H -4.70398 0.12287 -0.90136
H -3.48195 0.51054 -2.38285
H -5.01976 -0.70990 -2.56511
Sr -4.01976 3.30167 1.83738
*
```

electronic energy = -190413.150 eV
HOMO energy = -13.852 eV
gap between HOMO and LUMO = 4.67 eV

=====

The following is a DFT calculation (ωB97M-V/def2-TZVPD) of a molecular structure, C9H22CaINO5.

```
! wB97M-V def2-TZVPD RIJCOSX def2/J DEFGRID3
* xyz 0 1
Ca -14.68145 13.45520 27.42515
I -16.47967 12.80230 25.14955
C -12.37864 16.87977 28.15137
C -13.10180 15.59810 27.82637
O -13.60828 15.45220 26.68384
O -13.18365 14.69451 28.72306
H -11.89886 17.28011 27.26133
H -11.63103 16.70857 28.92278
H -13.10500 17.60648 28.51832
C -12.56079 13.03485 24.85109
O -12.85451 12.56546 26.16928
H -13.00735 12.38275 24.09746
H -12.99075 14.02640 24.75859
H -11.48100 13.10356 24.69518
H -12.38014 11.74321 26.31564
C -16.93580 16.07393 27.47160
O -16.30916 15.03090 28.19677
C -16.78063 14.92706 29.52596
C -16.03179 13.81177 30.24632
N -15.89765 12.63916 29.38264
C -15.06715 11.55476 29.96243
C -15.05783 10.41856 28.97043
O -14.55375 10.91638 27.74219
C -14.48686 9.90453 26.75543
H -16.78491 17.03500 27.97790
H -18.00562 15.87746 27.36668
H -16.46250 16.11681 26.49455
H -17.86373 14.73288 29.51971
H -16.62888 15.86802 30.06719
H -16.56002 13.58482 31.18150
H -15.04329 14.17911 30.53130
H -16.82761 12.22923 29.32616
H -15.48961 11.18004 30.90377
H -14.05966 11.92146 30.16148
H -16.07857 10.04878 28.80741
H -14.42370 9.59461 29.31462
H -14.14044 10.35552 25.83255
H -15.46689 9.44521 26.60193
H -13.78756 9.11015 27.05930
*
```

ΔE to the lowest compared entry with this formula, charge and spin = 0.0 kJ/mol
electronic energy = -47961.417 eV
HOMO energy = -7.568 eV
gap between HOMO and LUMO = 7.93 eV

=====

The following is a DFT calculation (ωB97M-V/def2-TZVPD) of 2 unconnected molecules or ions with the total composition C9H22FNO3P.

```
! wB97M-V def2-TZVPD RIJCOSX def2/J DEFGRID3
* xyz -1 1
C -1.08408 -0.24560 -1.86352
C -0.72835 -1.78419 -1.40049
O 0.28237 -2.39805 -2.02787
N -1.48608 -2.58171 -0.33893
C -1.61325 -1.75710 0.92459
C -1.26718 -2.56092 2.31354
C -0.13805 -1.64710 3.14247
C 1.34283 -2.21001 2.72027
P 2.43820 -0.97618 1.75915
O 2.18161 0.32742 2.88882
F 2.65139 -2.24441 0.51887
H -0.93364 -0.17299 -3.02344
H -0.30020 0.50973 -1.37503
H -2.14580 0.12833 -1.52833
H -0.81768 -3.37721 -0.10821
H -0.80025 -0.88815 0.83724
H -2.66276 -1.19080 0.97729
H -0.92879 -3.67403 2.16594
H -2.21167 -2.59368 3.03197
H -0.31949 -0.51030 2.93286
H -0.29700 -1.79887 4.31069
H 1.96497 -2.58990 3.66138
H 1.19097 -3.16092 2.03101
H 3.60696 -1.46887 2.50138
H 3.31879 -0.12379 0.98211
H 1.33793 -0.45076 0.97713
H 2.38628 1.16583 2.34570
C -1.54381 4.20129 -2.26630
C -0.16198 3.63659 -2.46049
O 0.51118 3.25293 -1.50531
C 0.36436 3.55946 -3.86876
H -1.79141 4.19576 -1.19943
H -1.57814 5.23201 -2.62799
H -2.27441 3.58673 -2.79811
H 0.41504 4.56163 -4.30183
H -0.28130 2.91629 -4.47200
H 1.37243 3.13156 -3.85636
*
```

electronic energy = -29325.710 eV
HOMO energy = -3.520 eV
gap between HOMO and LUMO = 5.98 eV

=====

The following is a DFT calculation (ωB97M-V/def2-TZVPD) of 2 unconnected molecules or ions with the total composition C9H22N3O.

```
! wB97M-V def2-TZVPD RIJCOSX def2/J DEFGRID3
* xyz 1 1
C -2.92536 -1.13908 2.38445
C -1.42522 -1.40030 2.42905
C -0.85634 -1.71450 1.06835
C 0.64642 -1.64131 0.86041
N 0.80393 -2.42618 -0.42030
C -0.34734 -3.14238 -0.56679
N -0.61736 -3.75695 -1.71073
N -1.14230 -3.08253 0.51448
H -3.32492 -1.01849 3.38818
H -3.46998 -1.95610 1.90916
H -3.14232 -0.22718 1.82963
H -0.91061 -0.50663 2.78324
H -1.19727 -2.21102 3.12334
H -1.29392 -1.02730 0.33193
H 1.26384 -2.17481 1.58176
H 0.98792 -0.62110 0.71064
H 1.60560 -3.04752 -0.43391
H -1.22879 -4.55605 -1.76588
H -0.16033 -3.44121 -2.54988
H -2.11813 -3.30306 0.34841
C 1.23954 4.48741 -0.18511
C 1.99800 3.18154 -0.04404
O 1.16622 2.02427 -0.09475
C 0.44898 1.84519 -1.30387
C 1.32930 1.66978 -2.52955
H 0.41477 4.53038 0.52732
H 1.91139 5.32283 0.01215
H 0.83301 4.62452 -1.18784
H 2.47935 3.13114 0.93201
H 2.78951 3.11248 -0.79699
H -0.26642 2.65829 -1.46494
H -0.14019 0.93718 -1.14355
H 1.84768 2.59082 -2.79549
H 0.71998 1.37960 -3.38648
H 2.08138 0.89826 -2.35440
*
```

ΔE to the lowest compared entry with this formula, charge and spin = 37.1 kJ/mol
electronic energy = -16201.621 eV
HOMO energy = -12.194 eV
gap between HOMO and LUMO = 9.06 eV

=====

The following is a DFT calculation (ωB97M-V/def2-TZVPD) of 2 unconnected molecules or ions with the total composition C9H22NP.

```
! wB97M-V def2-TZVPD RIJCOSX def2/J DEFGRID3
* xyz 0 1
C 2.07408 1.31394 1.20346
C 2.72066 -1.26761 -1.35178
C -3.53889 2.12809 -2.17326
C 0.53980 -2.33002 0.77767
C -1.51697 -0.35383 1.80151
C 1.75842 -0.15465 1.35414
C 1.22284 -0.83654 -1.08713
C -3.97705 1.18699 -1.39129
C 0.71161 -0.86807 0.38915
N -0.57202 1.59045 -0.00709
P -0.92910 -0.11027 0.07727
H 2.91468 1.58321 1.79577
H 1.32465 1.91658 1.79116
H 2.35433 1.58926 0.19916
H 3.12735 -1.26306 -0.38210
H 2.77070 -2.30660 -1.80087
H 3.12192 -0.45926 -1.91379
H 0.05789 1.54026 -0.76492
H -3.34390 3.12244 -1.98619
H -3.59025 1.84236 -3.13800
H -0.20849 -2.89036 0.12550
H 1.57891 -2.73495 0.68011
H 0.25825 -2.35400 1.94171
H -2.56023 0.02599 1.65216
H -1.53465 -1.49081 2.01320
H -0.96560 0.27177 2.43739
H 1.53953 -0.29335 2.34885
H 2.75391 -0.72242 1.18850
H 1.18873 0.22494 -1.52329
H 0.50161 -1.32872 -1.73569
H -3.97699 1.33654 -0.36836
H -4.24434 0.23243 -1.83582
H -1.56141 1.85928 -0.31712
*
```

ΔE to the lowest compared entry with this formula, charge and spin = 259.2 kJ/mol
electronic energy = -20465.615 eV
HOMO energy = -7.873 eV
SMILES = CCC(C)(CC)P(C)N.C=C
gap between HOMO and LUMO = 8.81 eV